Molecular formula: C28H77N7O7
Method: DFT, ωB97M-V/def2-TZVPD

Atoms and positions in Å:
C 1.091778 -4.650772 -3.208377
C 0.104802 -4.327039 -4.347703
C -0.671136 -2.978117 -4.237316
O -1.460785 -3.119059 -3.048153
C -2.487380 -2.090319 -2.909891
N 0.890914 -4.316392 -5.577395
H 1.905103 -3.945392 -3.037954
H 1.497191 -5.648116 -3.378755
H 0.536324 -4.685509 -2.271170
H -0.616468 -5.139927 -4.431930
H -1.297241 -2.786374 -5.108709
H -0.026763 -2.101991 -4.164655
H -3.003408 -1.838357 -3.836352
H -2.008169 -1.147082 -2.647655
H -3.174839 -2.359007 -2.107822
H 0.380013 -4.342570 -6.448255
H 1.435387 -3.471678 -5.677894
C -3.415856 1.180807 -0.473010
C -4.067470 2.212002 -1.377844
C -2.997653 3.236023 -1.829482
O -3.444988 4.329427 -2.504926
C -2.530128 5.283958 -3.009336
N -4.766603 1.614783 -2.469858
H -2.838912 0.514587 -1.114404
H -4.186703 0.596543 0.029525
H -2.848243 1.594740 0.360413
H -4.781620 2.844522 -0.850575
H -2.312727 2.677195 -2.467206
H -2.334880 3.491911 -1.002838
H -3.078141 6.144332 -3.393434
H -2.067614 4.763852 -3.848189
H -1.722892 5.383735 -2.283728
H -5.139704 2.421818 -2.949006
H -4.110627 1.338086 -3.186263
C 5.292210 -4.293789 0.009457
C 4.123849 -3.385484 -0.483949
C 4.204691 -2.876320 -1.925234
O 3.113917 -2.032756 -2.339184
C 3.294056 -1.485295 -3.622547
N 2.869879 -4.041987 -0.191644
H 6.188833 -3.721270 0.246936
H 5.574368 -5.125695 -0.635839
H 4.949290 -4.836178 0.890539
H 3.983994 -2.462730 0.079142
H 4.242373 -3.767118 -2.552271
H 5.149319 -2.354224 -2.077558
H 4.000174 -0.654995 -3.612100
H 2.348180 -1.000616 -3.864397
H 3.413188 -2.301943 -4.334589
H 2.143801 -3.481316 -0.614216
H 2.724090 -4.006236 0.807143
C -0.938714 -0.897675 0.447672
C 0.333152 -0.672733 -0.350013
C 1.310047 0.285272 0.392737
O 0.807013 1.589022 0.707450
C 0.635630 2.325545 -0.469506
N 0.967023 -1.960788 -0.720123
H -0.714179 -1.549328 1.292078
H -1.619708 -1.481073 -0.172001
H -1.563940 -0.055386 0.743901
H 0.109969 -0.031469 -1.202696
H 2.265416 0.360923 -0.126515
H 1.564788 -0.282587 1.287576
H -0.290233 2.022901 -0.958660
H 1.504716 2.353348 -1.126788
H 0.396902 3.360922 -0.226382
H 0.292072 -2.518394 -1.223721
H 1.732146 -1.881541 -1.374661
C 0.169247 -5.751635 2.984315
C 1.675030 -6.128042 2.949854
C 2.601711 -5.043493 3.519140
O 2.489095 -3.931055 2.701964
C 3.244950 -2.780891 3.142921
N 1.741265 -7.294878 3.849170
H -0.432635 -6.578874 2.608141
H 0.003937 -4.975469 2.237097
H -0.220147 -5.510079 3.973320
H 1.998602 -6.428804 1.953387
H 3.653626 -5.314759 3.608549
H 2.301188 -4.815432 4.541770
H 2.919689 -1.809179 2.771325
H 4.310650 -2.921878 2.962675
H 3.156369 -2.692534 4.225724
H 1.557571 -6.915600 4.767051
H 2.711609 -7.574046 3.873531
C 2.387263 5.627978 -0.112750
C 1.903496 6.717258 0.780522
C 0.496541 6.449660 1.348614
O -0.425797 6.576370 0.276469
C -1.694220 6.224764 0.707666
N 2.914644 6.937966 1.835431
H 3.210243 5.996058 -0.725393
H 1.615511 5.258308 -0.787925
H 2.907896 4.797864 0.364691
H 1.730546 7.560434 0.111761
H 0.290131 7.232880 2.078030
H 0.540779 5.487959 1.859772
H -1.601185 5.201995 1.072883
H -2.368279 6.125920 -0.143209
H -1.971410 6.924270 1.496296
H 3.167451 6.103197 2.344701
H 2.664398 7.645996 2.510842
C -1.629299 2.604703 2.800271
C -2.759677 2.867438 3.844751
C -4.146380 2.291630 3.463457
O -4.726175 2.847156 2.261092
C -5.866861 2.137454 1.798808
N -2.234244 2.353673 5.112037
H -1.780184 2.998552 1.795176
H -1.485967 1.529573 2.692378
H -0.726785 3.048069 3.220992
H -2.726056 3.920881 4.122656
H -4.793176 2.533502 4.306813
H -4.106519 1.202423 3.451713
H -5.614057 1.139787 1.439852
H -6.257242 2.569691 0.877461
H -6.694226 1.987469 2.492401
H -2.009851 1.387975 4.919249
H -2.951934 2.358168 5.822674

Cartesian forces, eV/Å:
C -1.1 0.0 0.4
C 0.8 1.3 -0.8
C -0.1 -1.2 1.3
O -1.4 1.1 -0.2
C 1.4 -0.1 0.0
N 0.6 -0.3 -0.8
H -0.1 0.1 -0.5
H 0.1 0.1 -0.1
H 0.0 -0.1 0.2
H -0.1 0.1 0.1
H -0.2 -0.3 -0.2
H 0.5 0.0 0.1
H -0.2 -0.6 -0.2
H 0.2 0.2 0.3
H 0.0 -0.2 -0.2
H -0.6 -0.2 0.1
H 0.3 0.2 0.4
C -0.7 0.0 0.0
C 1.0 1.9 0.9
C 1.9 -1.7 0.2
O -2.7 1.4 -0.1
C 0.4 -2.3 -0.3
N -0.6 0.2 -1.0
H 0.3 0.0 0.3
H -0.1 -0.3 -0.3
H 0.3 0.2 -0.4
H -0.3 -0.3 0.4
H 0.3 -0.4 -0.5
H -0.1 0.4 0.7
H 0.2 0.1 0.6
H 0.4 0.4 -0.5
H 0.0 1.0 0.1
H -0.8 0.2 -0.2
H 0.6 -0.7 0.0
C -0.4 0.6 -0.2
C -0.6 0.7 0.4
C 0.3 -0.8 -0.3
O 1.3 -0.8 1.1
C -1.1 0.3 0.2
N -0.1 -1.4 -1.1
H 0.0 0.0 0.0
H -0.2 0.3 -0.7
H -0.1 0.4 0.3
H 1.4 0.5 0.6
H -0.2 -0.1 -0.5
H 0.1 0.2 0.1
H 0.6 -0.4 -0.3
H -0.3 0.0 -0.1
H 0.7 0.2 -0.4
H -0.2 -0.3 0.5
H -0.2 0.0 -0.1
C -0.3 -1.0 -0.3
C 0.5 1.7 -0.3
C 0.2 -1.4 0.6
O 0.5 -1.2 0.1
C -1.1 1.0 -0.1
N -1.1 1.0 0.9
H 0.0 0.1 0.3
H -0.1 -0.2 -0.2
H 0.8 0.3 0.1
H -0.5 -0.5 -0.8
H 0.0 0.2 -0.5
H -0.1 0.6 0.7
H 0.2 -0.4 -0.7
H 0.0 -0.4 -0.1
H 0.3 0.2 0.5
H -0.5 -0.1 0.0
H 0.1 0.8 0.0
C 0.7 0.2 -1.5
C -0.8 -0.4 1.4
C -0.4 0.0 -0.3
O 0.1 2.3 -0.3
C 0.0 -0.8 0.9
N 0.6 -0.1 -0.4
H 0.3 -0.3 0.1
H -0.2 0.5 0.4
H 0.3 0.3 0.0
H -0.1 0.1 -0.1
H 0.3 -0.7 -0.2
H -0.4 0.2 0.4
H -0.3 -0.5 -0.7
H 0.1 0.0 -0.4
H -0.1 -0.1 0.3
H -0.2 -0.2 0.4
H 0.3 -0.4 0.2
C 1.0 -0.7 -1.0
C -0.4 -0.2 0.9
C 1.1 0.8 -0.7
O 1.3 -0.1 -0.1
C 0.0 -1.0 0.0
N -0.2 0.6 -0.6
H -0.1 0.4 -0.3
H 0.0 0.0 0.1
H -0.6 -0.3 0.6
H 0.6 0.6 0.4
H -0.2 0.1 0.4
H -0.6 -0.4 -0.1
H -0.5 -0.1 0.6
H -0.1 0.7 0.1
H -0.8 -0.1 0.0
H -0.2 -0.2 -0.2
H -0.2 0.1 -0.1
C -0.7 0.2 0.6
C 1.1 0.5 -0.8
C -0.1 1.0 0.2
O 0.2 -0.5 0.6
C 0.2 -0.7 -0.7
N -0.2 -1.0 -0.4
H -0.3 0.1 0.2
H 0.1 -0.1 0.0
H 0.1 -0.2 -0.2
H -0.9 0.5 -1.0
H -0.4 0.1 0.2
H 0.2 -0.3 -0.5
H 0.4 -0.3 0.3
H 0.1 0.7 0.3
H 0.1 0.5 0.5
H 0.2 -0.5 0.5
H -0.2 0.0 0.2

Calculated values
- ΔE to the lowest compared entry with this formula, charge and spin: 0.2516 eV
- Total charge: -1
- Expectation value of S²: 0.751
- 2S+1: 2
- Frontier orbital gap (alpha / beta): 1.658 / 8.316 eV
- Lowest unoccupied orbital energy (alpha / beta): 0.0862 / 0.0841 Eh
- E_HOMO (alpha / beta): 0.689 / -6.029 eV

Here are the Löwdin charges for atoms 1 to 5, given in e:
1. C -0.057
2. C -0.406
3. C -0.239
4. O -0.222
5. C -0.117